Below is C38H53AuNO2PS3 as an isolated structure, with properties calculated with the ωB97M-V functional and the def2-TZVPD basis.

Total charge: +2
LUMO: -6.70 eV
Spin multiplicity: 1
Energy: -91322.5532 eV
Largest force on an atom: 1.39 eV/Å
ΔE to the lowest compared entry with this formula, charge and spin: 22.1 kcal per mole
Frontier orbital gap: 6.487 eV

Atoms and positions in Å:
Au (-0.197, 0.346, -0.200)
O (-0.266, -0.241, 2.092)
S (0.953, -0.194, 2.987)
C (1.394, -1.966, 3.215)
C (1.803, -2.675, 1.918)
C (3.312, -2.746, 1.645)
C (3.992, -1.409, 1.362)
S (3.246, -0.593, -0.102)
O (2.058, 0.142, 0.489)
C (4.504, 0.655, -0.373)
C (5.554, 0.341, -1.224)
C (6.508, 1.309, -1.497)
C (6.384, 2.578, -0.948)
C (5.325, 2.879, -0.102)
C (4.381, 1.909, 0.198)
C (0.266, 0.028, 4.640)
C (-1.107, -0.027, 4.814)
C (-1.636, 0.133, 6.085)
C (-0.790, 0.348, 7.164)
C (0.584, 0.408, 6.977)
C (1.120, 0.260, 5.707)
H (0.497, -2.418, 3.637)
H (2.184, -1.982, 3.967)
H (1.304, -2.199, 1.069)
H (1.432, -3.700, 1.967)
H (3.474, -3.400, 0.786)
H (3.807, -3.216, 2.497)
H (5.043, -1.555, 1.115)
H (3.913, -0.706, 2.192)
H (5.623, -0.643, -1.671)
H (7.338, 1.077, -2.149)
H (7.115, 3.339, -1.186)
H (5.230, 3.870, 0.319)
H (3.551, 2.116, 0.861)
H (-1.739, -0.196, 3.952)
H (-2.706, 0.087, 6.234)
H (-1.203, 0.474, 8.155)
H (1.236, 0.577, 7.822)
H (2.191, 0.331, 5.558)
N (-1.247, -1.751, -0.253)
S (-2.719, -1.972, 0.391)
C (-3.079, -3.735, 0.144)
C (-2.880, -4.340, -1.085)
C (-3.192, -5.684, -1.215)
C (-3.690, -6.394, -0.129)
C (-3.874, -5.773, 1.097)
C (-3.564, -4.428, 1.242)
C (-3.764, -1.275, -0.890)
C (-3.285, -1.118, -2.180)
C (-4.139, -0.622, -3.153)
C (-5.445, -0.283, -2.831)
C (-5.910, -0.446, -1.532)
C (-5.067, -0.942, -0.550)
H (-0.591, -2.238, 0.353)
H (-2.490, -3.779, -1.923)
H (-3.046, -6.172, -2.168)
H (-3.938, -7.441, -0.242)
H (-4.258, -6.328, 1.941)
H (-3.702, -3.927, 2.191)
H (-2.258, -1.378, -2.393)
H (-3.781, -0.506, -4.167)
H (-6.102, 0.120, -3.590)
H (-6.933, -0.194, -1.286)
H (-5.417, -1.073, 0.467)
C (1.763, 2.732, -1.947)
C (0.521, 2.110, -2.577)
C (0.559, 2.260, -4.107)
C (0.363, 0.646, -2.254)
H (1.783, 3.806, -2.135)
H (2.666, 2.295, -2.375)
H (1.780, 2.577, -0.867)
H (-0.359, 2.651, -2.214)
H (1.437, 1.755, -4.513)
H (0.612, 3.314, -4.377)
H (-0.330, 1.830, -4.568)
H (1.286, 0.080, -2.388)
H (-0.454, 0.186, -2.806)
C (-0.123, 3.639, 1.654)
C (-1.015, 3.730, 0.418)
P (-1.818, 2.129, 0.035)
C (-2.950, 1.807, 1.438)
C (-4.077, 2.829, 1.566)
C (-2.901, 2.360, -1.438)
C (-3.111, 3.801, -1.895)
H (0.415, 4.576, 1.784)
H (0.607, 2.833, 1.547)
H (-0.702, 3.459, 2.558)
H (-0.425, 4.019, -0.453)
H (-1.802, 4.476, 0.548)
H (-2.335, 1.781, 2.340)
H (-3.351, 0.801, 1.290)
H (-3.695, 3.843, 1.678)
H (-4.673, 2.600, 2.448)
H (-4.742, 2.804, 0.704)
H (-3.854, 1.886, -1.195)
H (-2.457, 1.772, -2.242)
H (-3.591, 4.409, -1.130)
H (-3.755, 3.802, -2.774)
H (-2.169, 4.270, -2.174)

Cartesian forces, eV/Å:
Au 0.16 0.23 0.37
O -0.59 0.22 -0.72
S 0.25 -0.33 1.06
C -0.04 0.24 -0.32
C 0.23 0.09 0.03
C -0.23 0.09 -0.03
C -0.22 -0.20 -0.32
S 1.01 -0.06 0.40
O -0.73 0.17 -0.36
C -0.16 -0.15 -0.17
C -0.06 -0.07 -0.01
C 0.02 -0.01 0.01
C -0.01 0.02 0.00
C 0.03 -0.04 -0.02
C -0.14 -0.02 0.17
C 0.03 0.05 -0.27
C -0.03 -0.06 -0.16
C 0.05 0.02 0.02
C -0.02 -0.02 0.02
C -0.02 0.00 0.01
C 0.12 0.02 -0.04
H -0.03 0.05 0.06
H 0.00 -0.01 0.06
H -0.08 -0.09 0.03
H -0.04 0.03 0.00
H 0.02 -0.05 0.04
H 0.06 0.03 -0.02
H 0.04 0.04 0.01
H 0.01 0.19 -0.09
H 0.03 -0.01 -0.05
H 0.00 0.00 -0.03
H 0.02 0.00 0.01
H 0.02 0.01 0.04
H -0.03 0.05 -0.02
H -0.06 -0.03 0.02
H -0.02 0.01 0.00
H 0.00 0.00 0.02
H 0.03 0.02 0.00
H 0.03 -0.01 -0.01
N 0.60 -0.13 -0.38
S -0.13 -0.54 -0.43
C -0.04 0.61 0.30
C 0.01 -0.14 -0.05
C 0.08 0.14 -0.06
C -0.03 -0.02 0.07
C 0.01 -0.02 0.01
C -0.01 0.01 -0.03
C 0.17 0.03 0.19
C 0.02 0.05 0.03
C 0.07 0.01 -0.03
C -0.01 0.04 0.03
C -0.05 0.02 -0.01
C 0.06 0.01 0.07
H -0.21 -0.19 0.10
H 0.02 0.03 0.00
H -0.02 -0.04 0.00
H 0.00 -0.03 0.00
H -0.01 -0.03 0.00
H -0.01 0.01 0.02
H 0.02 -0.05 -0.06
H -0.01 0.02 -0.03
H -0.03 -0.05 -0.03
H -0.01 0.02 0.01
H -0.04 -0.02 0.02
C -0.20 -0.03 0.04
C 0.16 0.20 -0.16
C -0.04 -0.13 0.16
C -1.03 0.68 0.63
H 0.06 0.02 -0.04
H 0.06 0.00 0.04
H 0.04 -0.02 0.04
H -0.01 -0.07 -0.14
H 0.01 0.02 -0.07
H 0.04 0.02 -0.02
H -0.01 0.02 -0.06
H 0.02 -0.18 0.48
H -0.07 -0.11 0.14
C -0.04 0.01 -0.05
C 0.01 -0.31 -0.02
P 0.29 0.14 -0.46
C 0.36 -0.24 -0.08
C 0.03 0.02 -0.08
C 0.26 -0.13 0.08
C -0.02 -0.07 0.02
H 0.03 0.00 0.04
H 0.05 0.00 0.01
H 0.00 -0.01 0.04
H -0.05 0.02 -0.02
H 0.02 0.03 -0.04
H 0.00 -0.09 -0.02
H 0.02 -0.01 0.05
H -0.02 0.03 0.03
H 0.00 0.01 0.02
H -0.02 0.03 -0.02
H 0.02 -0.10 -0.01
H -0.06 -0.02 -0.02
H 0.00 0.04 0.02
H -0.01 0.04 -0.01
H 0.00 0.08 -0.01


Below is an isolated ion of composition C6H15N2 and charge +1, with properties calculated with the ωB97M-V functional and the def2-TZVPD basis.

Total charge: +1
LUMO: -4.60 eV
SMILES: C=[N+](CC)C[C@H](C)N
Spin multiplicity: 1
Energy: -9436.6536 eV
Largest force on an atom: 5.50 eV/Å
ΔE to the lowest compared entry with this formula, charge and spin: 76.5 kcal per mole
Frontier orbital gap: 9.275 eV

Atoms and positions in Å:
C (-0.338, -1.914, -0.168)
C (1.676, 1.506, -0.469)
C (-2.901, 0.225, 0.225)
C (1.706, 0.206, 0.390)
C (-1.617, 0.001, -0.622)
C (0.247, 0.056, 0.966)
N (2.297, -1.041, -0.060)
N (-0.569, -0.680, 0.069)
H (-0.958, -2.653, -0.729)
H (0.653, -2.349, 0.068)
H (2.573, 1.502, -0.974)
H (0.991, 1.565, -1.332)
H (1.523, 2.326, 0.176)
H (-3.778, 0.162, -0.377)
H (-2.796, -0.625, 0.915)
H (-3.052, 1.134, 0.781)
H (2.407, 0.602, 1.105)
H (2.325, -1.035, -1.069)
H (-1.485, 1.076, -0.762)
H (-1.934, -0.601, -1.453)
H (0.406, -0.539, 2.017)
H (-0.270, 0.938, 1.264)
H (3.278, -1.188, 0.173)

Cartesian forces, eV/Å:
C 0.93 -1.90 -0.56
C -1.35 -2.26 -1.45
C 0.63 -2.05 1.24
C -0.38 2.20 0.29
C -2.97 2.04 0.41
C 3.09 -2.27 3.95
N -0.07 0.21 -1.25
N -0.30 -1.36 -0.75
H -0.08 1.55 0.01
H -0.83 0.55 0.95
H 2.49 0.76 -0.76
H -0.43 -0.30 0.58
H 0.02 1.02 0.57
H -0.54 -0.51 -0.56
H -1.23 0.28 0.26
H 0.78 0.47 0.24
H -0.39 -0.37 1.33
H -0.21 -0.25 -0.40
H 1.68 -0.46 -1.15
H 0.35 0.23 -0.66
H -0.82 1.06 -2.62
H 0.01 0.94 -0.22
H -0.40 0.42 0.55


Below is a 2-piece molecular cluster, C9H9N3S overall, with properties calculated with the ωB97M-V functional and the def2-TZVPD basis.

LUMO (spin up / spin down): 0.58 / -1.88 eV
Spin multiplicity: 3
Energy: -24778.2375 eV
Largest force on an atom: 5.87 eV/Å
ΔE to the lowest compared entry with this formula, charge and spin: 58.9 kcal per mole
Frontier orbital gap (spin up / spin down): 5.867 / 6.838 eV

Atoms and positions in Å:
C (1.183, -2.867, 0.136)
C (1.955, 1.671, -0.564)
C (3.623, 0.138, 0.354)
C (1.865, 0.454, -1.112)
C (-1.056, -2.299, -0.563)
C (-1.907, -1.253, -0.395)
C (0.038, -0.801, 0.725)
C (0.078, -2.029, 0.147)
C (-1.757, 0.925, 0.835)
N (2.135, -3.509, -0.016)
N (2.788, -0.358, -0.549)
N (-1.218, -0.362, 0.392)
S (3.218, 1.783, 0.657)
H (1.411, 2.648, -0.734)
H (4.120, -0.378, 1.046)
H (-1.329, -3.146, -1.248)
H (-2.853, -0.935, -0.587)
H (0.764, -0.253, 1.309)
H (2.742, -1.362, -0.778)
H (-2.470, 0.578, 1.616)
H (-0.902, 1.572, 1.242)
H (-2.369, 1.481, 0.053)

Cartesian forces, eV/Å:
C 2.11 -1.32 -0.42
C -1.82 2.86 -0.77
C 0.22 3.09 -0.44
C 1.49 1.27 1.71
C -3.23 -1.92 -2.62
C 3.05 0.85 1.79
C -1.97 0.47 -0.15
C 1.84 -0.73 0.45
C -0.36 0.16 0.64
N -0.61 0.34 0.33
N -2.11 -4.30 -3.39
N 0.93 1.79 0.17
S -0.20 0.50 0.10
H 0.54 -1.65 -0.14
H 1.72 -2.34 2.32
H 0.78 0.74 1.15
H -2.54 0.05 -1.19
H -0.25 0.00 -0.06
H 0.39 0.75 0.40
H 0.39 1.17 -0.03
H -1.49 -0.95 -0.58
H 1.11 -0.82 0.72


Below is a 2-piece molecular cluster, C5H15NP overall, with properties calculated with the ωB97M-V functional and the def2-TZVPD basis.

Total charge: +1
LUMO (spin up / spin down): -2.73 / -8.04 eV
Spin multiplicity: 3
Energy: -16194.4933 eV
Largest force on an atom: 4.49 eV/Å
ΔE to the lowest compared entry with this formula, charge and spin: 41.3 kcal per mole
Frontier orbital gap (spin up / spin down): 8.341 / 5.477 eV

Atoms and positions in Å:
C (0.333, 2.833, 0.903)
C (-0.692, -2.494, 0.424)
C (1.523, -0.107, 0.310)
C (-0.165, 1.719, -0.024)
C (-0.916, -1.377, -0.509)
N (0.180, 0.357, 0.407)
P (-0.450, -1.056, -2.214)
H (1.262, 2.729, 1.405)
H (0.262, 3.739, 0.243)
H (-0.333, 2.984, 1.726)
H (-1.347, -2.560, 1.351)
H (0.362, -2.461, 0.738)
H (-0.823, -3.537, -0.033)
H (2.007, 0.166, -0.658)
H (2.287, 0.429, 1.054)
H (1.740, -1.136, 0.426)
H (0.258, 1.893, -1.020)
H (-1.164, 1.818, -0.149)
H (-1.861, -0.894, -0.445)
H (-0.131, 0.061, 1.317)
H (-0.558, -2.377, -2.577)
H (-1.774, -0.733, -2.674)

Cartesian forces, eV/Å:
C -1.16 0.96 -0.73
C 0.29 -2.01 0.45
C 3.58 2.52 -0.98
C 3.46 -0.47 -0.31
C -1.90 -1.36 -1.68
N 2.31 2.27 1.50
P -0.91 -0.44 0.91
H 1.29 -0.25 -0.38
H 0.44 -0.61 0.91
H -0.85 0.10 0.41
H 0.72 0.67 -1.18
H -0.28 -0.49 0.33
H 0.24 1.32 0.27
H -0.78 -0.04 0.49
H -1.93 -0.78 -0.87
H -0.61 -1.06 0.45
H 0.23 -0.47 0.20
H -3.32 -0.03 -0.06
H -0.76 0.79 0.76
H -1.26 -0.05 0.26
H 0.56 -0.84 -0.84
H 0.62 0.26 0.08